Run A
C24H56N8O8 | ωB97M-V with the def2-TZVPD basis set

XYZ file:
```
96
Properties=species:S:1:pos:R:3:lowdin_charge:R:1
H -3.873 7.554 1.269 0.085
O -3.036 -4.464 2.871 -0.006
H 0.242 -9.992 0.104 0.070
H -0.530 -9.117 -1.121 0.077
H 7.292 8.112 -4.432 0.074
H 3.450 -4.853 -6.350 0.088
H -5.895 -3.387 1.933 0.130
H -0.420 8.398 -1.587 0.077
C 6.435 8.621 -3.992 -0.019
O 5.946 8.310 -1.735 0.003
C 7.886 0.063 -0.287 -0.013
C -4.140 8.293 0.514 -0.064
H -12.642 5.001 3.537 0.090
C 0.795 -12.882 -0.224 -0.082
C 0.231 -11.020 -1.861 -0.551
H -5.834 -1.872 3.708 0.079
O 0.478 -10.554 -2.956 0.043
H 8.528 0.172 -1.161 0.075
N -0.826 -0.296 1.185 0.001
H -4.288 -6.072 1.049 0.083
H 6.849 -0.068 -0.596 0.089
O 5.537 -5.620 -4.738 -0.011
H -13.278 3.694 4.582 0.081
H -3.426 -4.721 0.180 0.084
H -3.127 9.528 -0.892 0.139
H -8.929 3.047 5.531 0.075
H 4.169 4.699 -2.843 0.079
O 0.750 0.051 -0.392 0.006
C -0.394 -10.140 -0.768 -0.008
H 2.102 -1.936 0.686 0.085
H -8.584 3.201 3.776 0.093
C -4.052 -4.234 2.150 -0.511
O -9.963 5.696 4.041 0.016
N -11.135 3.920 4.514 0.008
C -1.759 8.450 0.118 -0.504
H -8.035 4.479 5.034 0.091
C -1.607 0.854 0.772 -0.074
N 5.247 6.598 -3.192 0.002
H 0.449 -13.038 -2.288 0.133
N -5.026 -3.334 2.445 -0.006
C 2.882 -4.757 -5.424 -0.067
H -1.336 -10.558 -0.413 0.081
C 1.016 -1.950 0.778 -0.004
C -8.766 3.740 4.705 0.002
H 5.431 -6.179 -1.993 0.084
H 3.898 -7.220 -2.348 0.067
H 1.857 -5.080 -5.602 0.080
H -4.745 7.851 -0.278 0.084
C -5.121 -2.696 3.739 -0.083
C 4.578 -5.936 -3.987 -0.528
H -4.226 -2.254 4.176 0.085
H 6.674 9.606 -3.590 0.080
N 3.364 -5.620 -4.373 -0.004
O -1.568 7.730 1.143 -0.020
C 5.880 7.754 -2.854 -0.519
H 1.384 -13.795 -0.134 0.078
H -2.400 0.570 0.079 0.082
H 5.203 5.110 -1.646 0.079
H 0.767 -2.140 1.822 0.063
H 5.337 -7.679 -2.767 0.076
H -10.974 3.023 4.950 0.136
H 2.723 -3.706 -5.185 0.084
O 6.784 1.379 1.283 0.066
H 1.341 -12.194 0.422 0.072
H -4.633 9.128 1.013 0.085
C -4.243 -5.003 0.844 -0.009
C -10.016 4.525 4.449 -0.620
H -5.496 -3.446 4.435 0.087
H -0.631 10.087 -1.087 0.064
C 4.537 5.602 -2.355 -0.060
H -12.805 5.057 5.288 0.084
H 0.498 -2.749 0.248 0.082
H 5.169 6.285 -4.150 0.126
H 2.581 -5.912 -3.806 0.133
N -2.992 8.860 -0.146 -0.018
H 9.529 1.912 -0.072 0.133
N 0.432 -12.331 -1.567 0.017
C 7.720 1.291 0.534 -0.608
H 5.708 8.715 -4.799 0.070
H -1.121 -0.833 1.988 0.134
H -2.173 1.204 1.636 0.076
H 3.701 6.136 -1.902 0.085
H 8.133 -0.900 0.160 0.086
H -0.990 1.698 0.462 0.090
C -0.597 9.056 -0.736 -0.005
H -5.189 -4.814 0.337 0.066
C 4.807 -6.729 -2.697 -0.004
H 0.218 9.322 -0.061 0.077
C 0.329 -0.603 0.574 -0.542
C -12.486 4.432 4.454 -0.057
C 8.874 3.417 1.084 -0.080
N 8.648 2.224 0.310 0.003
H 9.316 4.283 0.592 0.078
H 9.629 3.147 1.824 0.082
H -0.058 -13.045 0.435 0.069
H 8.029 3.843 1.625 0.089
```

Computed properties:
structure (SMILES) = CNC(C)=O.CNC(C)=O.CNC(C)=O.CNC(C)=O.CNC(C)=O.CNC(C)=O.CNC(C)=O.CNC(C)=O
LUMO = 0.30 eV
gap between HOMO and LUMO = 9.4 eV

Run B
C24H56N8O8 | ωB97M-V with the def2-TZVPD basis set

XYZ file:
```
96
Properties=species:S:1:pos:R:3:lowdin_charge:R:1
O 0.789 23.769 7.562 0.004
H -4.648 16.670 12.323 0.089
C -11.676 28.055 5.741 -0.079
C 5.278 33.078 12.513 -0.277
H -4.567 28.149 11.926 0.093
H 3.713 33.213 14.619 0.088
C -13.127 27.170 7.487 -0.326
H -8.225 18.985 7.783 0.084
H -9.391 19.177 6.474 0.087
H 2.797 24.156 7.771 0.126
H -1.507 25.824 12.692 0.076
C -10.831 16.840 7.746 -0.323
H 6.515 30.918 12.545 0.079
H -12.282 28.642 5.051 0.085
H -5.421 35.589 10.934 0.087
H 5.990 32.683 11.772 0.126
H -3.725 35.875 11.283 0.082
C 1.263 21.320 8.938 -0.062
C -5.192 14.469 14.007 -0.055
O 6.989 23.468 18.908 -0.009
C -2.101 26.732 12.586 -0.061
H 5.896 22.297 15.361 0.086
H -12.420 29.450 8.704 0.091
H -10.891 28.711 8.303 0.101
H -8.613 17.636 6.787 0.079
H -2.479 33.451 9.810 0.087
H -4.816 15.677 10.901 0.072
H -1.865 35.049 10.134 0.082
C 3.691 21.949 8.748 -0.036
H 3.641 23.081 18.121 0.089
H -5.714 35.404 8.756 0.128
C -2.496 34.480 9.451 -0.033
H -2.017 34.564 8.476 0.090
H 4.389 23.302 15.456 0.082
H -4.827 26.914 10.632 0.086
C 5.837 30.923 13.399 -0.085
H -3.464 15.307 11.937 0.088
H -10.725 28.550 5.543 0.089
H -5.838 13.688 14.408 0.084
C 5.050 22.607 15.974 -0.048
N -10.211 18.031 8.071 -0.198
H -1.518 27.342 11.895 0.089
C -10.749 18.845 9.145 -0.075
H -4.299 34.239 11.329 0.084
H -13.425 26.482 6.681 0.133
H 1.364 20.942 9.955 0.083
H -5.942 14.003 10.703 0.128
H 5.063 30.256 13.018 0.088
N 2.245 22.378 8.661 -0.196
H 4.936 32.339 15.674 0.089
H 3.878 24.674 17.398 0.084
O 4.664 34.187 12.467 -0.038
N -3.902 34.935 9.449 -0.191
H 0.246 21.695 8.821 0.082
H -11.619 18.595 9.752 0.090
C 6.625 23.021 17.817 -0.331
N -12.305 28.171 7.029 -0.220
N 5.395 23.215 17.273 -0.203
H 4.431 21.728 16.151 0.082
H -3.399 27.773 10.592 0.087
H -11.597 30.084 7.292 0.093
H -9.924 18.944 9.850 0.081
C -4.110 27.371 11.314 -0.050
N -3.354 26.325 11.964 -0.207
C -11.776 29.176 7.868 -0.069
O -4.801 24.666 11.456 -0.002
H -11.676 16.727 8.443 0.128
H -10.832 19.842 8.713 0.083
H 4.368 22.762 8.485 0.079
C -4.495 15.660 11.943 -0.056
H 7.329 22.487 17.159 0.129
C -3.825 25.066 12.087 -0.328
H 3.702 21.016 8.184 0.084
C -4.717 35.115 8.390 -0.340
H 4.476 24.364 18.973 0.094
H -3.086 24.422 12.587 0.130
O -13.546 27.113 8.627 0.016
H 6.288 30.491 14.292 0.093
C 4.353 23.896 17.996 -0.057
H -11.675 27.027 5.377 0.085
C -9.058 18.507 7.268 -0.037
H 3.864 21.762 9.808 0.075
H 1.278 20.496 8.224 0.086
C -5.978 13.713 11.764 -0.306
N 5.192 32.195 13.560 -0.206
O -10.398 16.032 6.934 0.001
O -6.597 12.723 12.201 -0.017
C 1.906 23.556 8.009 -0.324
H -4.172 14.180 14.261 0.087
N -5.304 14.599 12.560 -0.199
H -2.207 27.160 13.583 0.088
C -4.418 35.185 10.801 -0.066
O -4.400 34.978 7.203 -0.010
H -5.463 15.352 14.586 0.085
C 4.355 32.342 14.752 -0.038
H 3.675 31.499 14.878 0.082
```

Computed properties:
structure (SMILES) = CN(C)C=O.CN(C)C=O.CN(C)C=O.CN(C)C=O.CN(C)C=O.CN(C)C=O.CN(C)C=O.CN(C)C=O
LUMO = 0.09 eV
gap between HOMO and LUMO = 9.2 eV

So which one wins? Going from most stable to least: run A, run B.

Run A
C4H10N3O | ωB97M-V with the def2-TZVPD basis set

XYZ file:
```
18
Properties=species:S:1:pos:R:3:lowdin_charge:R:1
N 0.708 -1.019 -0.902 0.043
H 3.471 1.727 0.667 0.092
H -4.774 0.595 -0.521 0.048
H -0.845 -1.527 1.845 0.059
C -2.093 -0.569 0.552 -0.222
C 3.627 0.705 0.495 0.020
O 1.937 -0.451 -0.784 0.018
N -1.060 -1.085 1.027 0.106
H 1.837 -0.438 1.214 0.139
C -3.833 0.904 -0.671 -0.009
N -2.866 -0.059 -0.168 0.120
H -0.160 -1.163 -0.130 0.080
H 4.406 0.293 1.080 0.096
C 2.403 -0.119 0.367 -0.011
H -3.775 1.754 -0.008 0.098
H -3.576 1.041 -1.699 0.095
H 3.990 0.818 -0.504 0.096
H 0.605 -1.406 -1.861 0.131
```

Computed properties:
LUMO (spin up / spin down) = -4.72 / -4.72 eV
gap between HOMO and LUMO (spin up / spin down) = 8.8 / 8.8 eV
net charge = +1

Run B
C4H10N3O | ωB97M-V with the def2-TZVPD basis set

XYZ file:
```
18
Properties=species:S:1:pos:R:3:lowdin_charge:R:1
H -1.011 -2.338 1.073 0.064
O 0.676 0.679 0.106 0.016
N -2.770 -0.105 -0.087 0.092
H 3.393 -0.592 0.810 0.147
N 3.121 -0.164 -0.076 0.273
C -0.466 0.255 0.044 -0.187
H -2.658 2.359 -0.862 0.099
N -1.670 0.725 -0.019 -0.143
C -2.047 2.135 0.012 0.012
C -2.586 -1.360 -0.045 -0.199
H -1.152 2.751 0.020 0.093
H 3.662 0.691 -0.225 0.149
H -2.644 2.323 0.904 0.100
H 2.058 0.112 -0.029 0.071
C -1.282 -1.989 0.092 0.083
H 3.289 -0.820 -0.841 0.147
H -0.864 -2.522 -0.742 0.061
H -3.485 -1.959 -0.111 0.122
```

Computed properties:
LUMO = -3.44 eV
gap between HOMO and LUMO = 8.9 eV
net charge = +1

So which one wins? Going from most stable to least: run B, run A.

Run A
C8H13NO3 | ωB97M-V with the def2-TZVPD basis set

XYZ file:
```
25
Properties=species:S:1:pos:R:3:lowdin_charge:R:1
O 1.793 -0.088 -1.100 -0.137
H 1.207 2.205 -1.587 0.121
H 1.862 2.820 0.048 0.072
C -2.225 -0.761 0.065 -0.348
H 0.829 1.403 2.458 0.050
O -3.579 0.856 0.162 -0.032
N -3.321 -0.372 0.656 0.092
H -1.024 0.040 -1.691 0.097
H -1.063 -1.986 1.302 0.086
C 2.411 -1.377 -1.107 -0.027
H -0.995 -2.524 -0.403 0.110
C -1.823 0.157 -0.994 0.009
H 0.049 2.226 0.028 0.097
H 1.595 -2.068 -0.757 0.098
C 1.576 0.613 2.386 -0.042
H 3.268 -1.284 -0.285 0.144
C 1.621 0.765 -0.034 -0.382
O 1.831 0.242 1.127 -0.050
C -1.743 -2.143 0.423 -0.029
H -2.580 -2.708 0.719 0.054
C 1.117 2.182 -0.421 0.015
H 1.829 -0.005 3.119 -0.014
H -2.629 2.075 -1.286 0.102
C -2.689 1.190 -0.763 -0.124
H 2.683 -1.459 -2.062 0.038
```

Computed properties:
LUMO (spin up / spin down) = 0.69 / 0.69 eV
gap between HOMO and LUMO (spin up / spin down) = 7.4 / 6.8 eV

Run B
C8H13NO3 | ωB97M-V with the def2-TZVPD basis set

XYZ file:
```
25
Properties=species:S:1:pos:R:3:lowdin_charge:R:1
C 0.207 -1.561 -0.241 -0.458
H 2.375 0.718 -3.129 0.088
H -3.465 -0.619 0.529 0.084
O 0.526 -2.733 0.024 0.045
H -0.072 0.175 -3.259 0.134
H 2.556 -0.307 -1.683 0.073
C -2.694 -0.626 1.331 -0.040
H -2.139 1.687 1.185 0.134
C -0.570 0.524 0.870 -0.230
H 2.066 -1.037 -3.216 0.079
O -0.188 2.824 1.219 0.117
H -1.998 -1.467 1.299 0.061
C -0.113 -1.170 -1.632 -0.144
H -1.193 -1.132 -1.636 0.126
H 0.243 -2.045 -2.254 0.148
H -3.243 -0.623 2.349 0.110
C 1.955 -0.152 -2.575 -0.101
H 0.333 0.880 -1.624 0.102
N 0.150 -0.699 0.827 0.079
C 0.298 1.740 1.114 -0.517
C -1.843 0.634 1.072 -0.032
O 1.585 1.522 0.895 0.124
H 0.202 -1.189 1.723 0.173
C 0.479 0.017 -2.288 -0.269
H 1.583 0.520 0.915 0.113
```

Computed properties:
structure (SMILES) = C/C=C(\NC(=O)CCC)C(=O)O
LUMO = 0.44 eV
gap between HOMO and LUMO = 10.5 eV

So which one wins? Going from most stable to least: run B, run A.

Run A
C3H4NO2S | ωB97M-V with the def2-TZVPD basis set

XYZ file:
```
11
Properties=species:S:1:pos:R:3:lowdin_charge:R:1
C -0.077 3.326 -0.746 -0.314
O -0.933 -2.673 2.334 -0.517
O -1.015 -4.080 0.262 -0.526
H 1.431 2.074 0.280 0.063
H 1.550 1.924 -1.574 0.090
H 0.091 -0.779 0.725 -0.066
H 0.056 -1.843 -0.858 -0.085
S -1.064 -2.750 0.893 0.499
C 1.019 2.443 -0.685 0.033
C -0.001 -1.628 0.127 -0.298
N -1.057 3.986 -0.756 0.120
```

Computed properties:
LUMO (spin up / spin down) = 3.09 / 0.76 eV
gap between HOMO and LUMO (spin up / spin down) = 6.3 / 3.0 eV
net charge = -1

Run B
C3H4NO2S | ωB97M-V with the def2-TZVPD basis set

XYZ file:
```
11
Properties=species:S:1:pos:R:3:lowdin_charge:R:1
C -1.623 0.218 0.256 -0.634
N -0.598 -0.361 -0.234 -0.067
H 0.780 0.531 -1.224 0.075
O 2.410 -1.259 -0.619 -0.026
O 2.936 0.604 0.605 -0.083
H -1.413 0.976 1.003 0.058
C 2.269 -0.214 -0.047 -0.735
H -2.711 -1.696 -0.160 -0.176
H 0.555 1.329 0.514 0.102
S -3.238 -0.529 0.077 0.658
C 0.633 0.401 -0.172 -0.171
```

Computed properties:
structure (SMILES) = O=C([O-])C/N=C/S
LUMO = 3.03 eV
gap between HOMO and LUMO = 6.7 eV
net charge = -1

So which one wins? Going from most stable to least: run B, run A.